No. 1
ORCA calculation (the ωB97M-V functional and the def2-TZVPD basis) on C66H70BaBrF6N5O3P2S2Sb2 as an isolated structure.

```
! RIJCOSX wB97M-V def2-TZVPD def2/J DEFGRID3
* xyz -2 1
Ba 0.2674 -0.9075 -0.1417
C -2.0643 1.7619 -3.3796
C -0.8567 1.9213 -4.2998
C -0.4471 0.6018 -4.9526
Sb 1.0051 -0.5144 -3.8025
C 1.2292 -1.9838 -5.3703
C 0.1083 -2.5819 -5.9416
C 0.2371 -3.6093 -6.8685
C 1.4950 -4.0617 -7.2374
C 2.6223 -3.4862 -6.6669
C 2.4856 -2.4621 -5.7408
C 2.5971 0.7707 -4.5607
C 2.9589 0.8575 -5.9050
C 3.9348 1.7482 -6.3313
C 4.5688 2.5782 -5.4156
C 4.2211 2.5059 -4.0748
C 3.2470 1.6068 -3.6532
Sb -2.3510 3.4686 -2.0957
C -1.8439 4.9496 -3.5854
C -0.4952 5.2936 -3.6979
C -0.0748 6.2630 -4.5970
C -1.0032 6.9249 -5.3894
C -2.3481 6.6056 -5.2776
C -2.7628 5.6257 -4.3827
C -4.4823 3.6959 -2.3374
C -5.0778 4.8129 -1.7498
C -6.4492 5.0161 -1.8095
C -7.2587 4.0896 -2.4525
C -6.6853 2.9686 -3.0331
C -5.3097 2.7770 -2.9773
H -1.9716 0.8832 -2.7371
H -2.9598 1.6292 -3.9895
H -0.0071 2.3519 -3.7610
H -1.1127 2.6460 -5.0792
H 0.0397 0.7726 -5.9153
H -1.3144 -0.0390 -5.1219
H -0.8842 -2.2705 -5.6367
H -0.6502 -4.0668 -7.2904
H 1.5968 -4.8705 -7.9515
H 3.6100 -3.8434 -6.9349
H 3.3798 -2.0283 -5.3037
H 2.4726 0.2187 -6.6352
H 4.2002 1.7963 -7.3818
H 5.3283 3.2771 -5.7470
H 4.7079 3.1504 -3.3513
H 2.9759 1.5630 -2.6050
H 0.2453 4.7969 -3.0779
H 0.9790 6.5021 -4.6755
H -0.6793 7.6866 -6.0887
H -3.0800 7.1159 -5.8931
H -3.8173 5.3815 -4.3192
H -4.4607 5.5404 -1.2307
H -6.8873 5.8918 -1.3452
H -8.3316 4.2340 -2.4887
H -7.3091 2.2335 -3.5274
H -4.8907 1.8862 -3.4288
O 0.7926 1.3761 -1.4692
N 0.9921 2.5567 -1.0460
N 0.3237 2.8291 0.0240
O -0.4988 2.0185 0.5897
C 0.4618 4.1525 0.5446
C 1.4887 4.9967 0.1332
C 1.5737 6.2683 0.6751
C 0.6529 6.6991 1.6231
C -0.3612 5.8433 2.0270
C -0.4624 4.5670 1.4926
H 2.1938 4.6560 -0.6113
H 2.3699 6.9283 0.3534
H 0.7293 7.6936 2.0440
H -1.0844 6.1672 2.7648
H -1.2372 3.8740 1.7870
S -1.6737 -2.0777 -2.0845
C -1.7759 -3.7946 -1.6302
C -2.1045 -4.6966 -2.6497
C -2.2450 -6.0571 -2.4364
C -2.0542 -6.5588 -1.1547
C -1.7174 -5.6875 -0.1336
C -1.5585 -4.3074 -0.3239
S -1.0984 -3.3406 1.0877
H -2.2467 -4.2881 -3.6437
H -2.4966 -6.7141 -3.2620
H -2.1548 -7.6198 -0.9519
H -1.5489 -6.0676 0.8672
C -0.4243 -1.0427 4.2015
P -1.0088 0.6916 3.9588
C -2.7028 0.4683 4.7059
N -2.9731 0.8797 5.9115
C -4.2495 0.7176 6.3744
C -4.5816 1.1597 7.6742
C -5.8501 0.9826 8.1539
C -6.8346 0.3561 7.3566
C -6.5297 -0.0776 6.0962
C -5.2261 0.1018 5.5833
N -4.9349 -0.3233 4.3182
C -3.7294 -0.1351 3.8640
P -3.2393 -0.7001 2.1487
C -4.3072 -2.1752 2.0026
C -4.1519 0.6054 1.1582
C -3.7104 1.9765 1.6822
C -3.6528 0.4490 -0.2794
C -5.6728 0.4945 1.1965
C 0.0072 1.6580 5.2136
C 1.4529 1.4848 4.7336
C -0.3921 3.1243 5.0153
C -0.0510 1.3041 6.6980
H -0.4832 -1.3674 5.2423
H 0.6019 -1.1359 3.8455
H -1.0296 -1.7025 3.5765
H -3.8055 1.6317 8.2635
H -6.1052 1.3209 9.1505
H -7.8347 0.2212 7.7495
H -7.2606 -0.5603 5.4602
H -5.2874 -2.0345 2.4562
H -3.7759 -3.0175 2.4453
H -4.4020 -2.4027 0.9387
H -2.6244 2.0324 1.7896
H -4.1808 2.2092 2.6428
H -4.0094 2.7524 0.9682
H -2.6051 0.7522 -0.3583
H -4.2473 1.0900 -0.9398
H -3.7102 -0.5743 -0.6561
H -6.0582 0.4204 2.2147
H -6.0153 -0.3775 0.6353
H -6.1062 1.3832 0.7245
H 1.5370 1.6248 3.6542
H 1.8457 0.4989 4.9846
H 2.0878 2.2347 5.2165
H -0.2318 3.4429 3.9831
H 0.1978 3.7666 5.6772
H -1.4488 3.2815 5.2490
H 0.0947 0.2353 6.8697
H -0.9980 1.5824 7.1471
H 0.7573 1.8389 7.2113
Br 6.6896 1.0807 3.6853
C 5.0580 0.8937 2.7333
C 4.4183 -0.3277 2.6991
C 3.2260 -0.4029 1.9882
N 2.6817 0.6325 1.3595
C 3.3260 1.7936 1.4000
C 4.5227 1.9852 2.0743
H 4.8260 -1.2007 3.1862
H 2.6993 -1.3471 1.9204
H 2.8579 2.6193 0.8753
H 5.0094 2.9495 2.0851
C 4.1474 -2.2980 -1.7906
C 3.0321 -2.9106 -0.9360
O 2.1157 -1.9853 -0.5503
C 2.3427 -4.0399 -1.7537
F 3.2413 -4.8536 -2.3730
F 1.5827 -3.5226 -2.7227
F 1.5714 -4.8219 -0.9957
C 3.6738 -3.5719 0.3180
F 2.7979 -3.8025 1.2972
F 4.6322 -2.7626 0.8492
F 4.3015 -4.7418 0.0569
H 3.7022 -1.9155 -2.7095
H 4.9315 -3.0130 -2.0434
H 4.5744 -1.4580 -1.2466
*
```

Computed properties:
- orbital gap (eV) = 4.51
- LUMO level (eV) = 3.249
- relative energy (zero: lowest compared OMol25 entry of this formula, charge and spin) (kJ/mol) = 16.6
- E_HOMO (eV) = -1.264
- strongest force on any atom (Eh/bohr) = 0.0636
- electronic energy (Eh) = -8214.89461

***

No. 2
ORCA calculation (the ωB97M-V functional and the def2-TZVPD basis) on C66H81BiN3P2Si2 as an isolated structure.

```
! RIJCOSX wB97M-V def2-TZVPD def2/J DEFGRID3
* xyz 1 1
Bi -0.6403 0.0078 -0.0629
C 2.0655 2.5382 -0.9614
Si 1.5796 1.3894 0.4526
C 2.8246 -0.0371 0.1894
C 4.1169 0.2668 -0.0296
C 5.2235 -0.3748 -0.7740
C 5.6475 -1.6358 -0.8780
C 3.6406 -3.2045 -0.5888
C 2.7186 -2.5943 0.4910
P 1.1450 -3.4736 1.0646
C 0.2665 -4.1881 -0.4227
C 0.9347 -4.9957 -1.5377
C -0.1505 -5.4724 -2.5037
C -0.9345 -6.6045 -1.8523
C -1.4473 -6.2429 -0.4392
C -1.0185 -4.8719 0.1450
C 1.8284 -4.8886 2.0879
C 2.0175 -6.2570 1.4306
C 2.7696 -7.2178 2.3767
C 2.4425 -6.9677 3.8582
C 1.0278 -6.4161 3.9962
C 0.9493 -5.0175 3.3649
C 1.6234 2.5425 1.9675
C 2.7244 3.4110 1.9747
C 2.8487 4.4440 2.8868
C 1.8337 4.6689 3.8014
C 0.7324 3.8300 3.8204
C 0.6074 2.7545 2.9364
P -0.8366 1.6233 3.1067
C -2.2455 2.7709 3.4993
C -3.4572 2.0130 4.0600
C -4.4098 3.0063 4.7529
C -4.3797 4.3861 4.0746
C -4.1051 4.2438 2.5803
C -2.7210 3.6059 2.3065
C -0.6228 0.8661 4.8129
C -0.7911 1.7657 6.0660
C 0.5363 2.0106 6.7873
C 1.1173 0.6951 7.3205
C 0.8797 -0.4587 6.3249
C 0.6737 0.0610 4.9021
H 3.1388 2.7606 -0.9309
H 1.8604 2.0669 -1.9287
H 1.5275 3.4893 -0.9346
H 4.3813 1.2820 0.2695
H 5.7900 0.3591 -1.3431
H 6.4837 -1.8210 -1.5462
H 3.5509 -4.2892 -0.6317
H -0.0672 -3.2646 -0.9069
H 1.6459 -4.3707 -2.0716
H 1.4663 -5.8681 -1.1572
H -0.8159 -4.6328 -2.7485
H 0.2949 -5.8192 -3.4392
H -1.7698 -6.9033 -2.4877
H -0.2706 -7.4693 -1.7866
H -2.5379 -6.2514 -0.4443
H -1.1548 -7.0322 0.2547
H -1.8442 -4.1702 0.0170
H -0.9222 -5.0011 1.2242
H 2.8237 -4.5479 2.3834
H 1.0430 -6.6737 1.1590
H 2.5957 -6.1610 0.5128
H 2.5176 -8.2465 2.1088
H 3.8454 -7.1065 2.2198
H 2.5618 -7.8886 4.4298
H 3.1425 -6.2391 4.2798
H 0.3257 -7.0950 3.4998
H 0.7281 -6.3658 5.0443
H -0.0901 -4.7772 3.1337
H 1.2782 -4.2707 4.0946
H 3.5152 3.2725 1.2430
H 3.7246 5.0804 2.8713
H 1.8941 5.4996 4.4943
H -0.0553 4.0362 4.5341
H -1.8895 3.4645 4.2612
H -3.9629 1.5165 3.2244
H -3.1769 1.2339 4.7674
H -5.4250 2.6038 4.7387
H -4.1242 3.1093 5.8018
H -5.3264 4.9042 4.2322
H -3.6049 5.0137 4.5249
H -4.8923 3.6252 2.1387
H -4.1702 5.2221 2.1015
H -2.7919 2.9636 1.4219
H -1.9821 4.3780 2.0756
H -1.4316 0.1317 4.8175
H -1.2725 2.7158 5.8400
H -1.4642 1.2532 6.7614
H 1.2476 2.4743 6.1019
H 0.3812 2.7146 7.6072
H 2.1856 0.8206 7.5050
H 0.6565 0.4518 8.2802
H 1.7176 -1.1586 6.3466
H -0.0099 -1.0274 6.6139
H 1.5339 0.6689 4.5990
H 0.6032 -0.7758 4.2215
C -4.3550 -0.8064 0.0577
C -3.9692 -1.3637 -1.2828
C -4.8629 -2.0685 -2.0833
C -4.4289 -2.5380 -3.3097
C -3.1284 -2.2908 -3.7181
C -2.3007 -1.5659 -2.8672
N -2.7218 -1.1346 -1.6882
C -0.8819 -1.2648 -3.2326
C -0.5025 -1.3199 -4.5655
C 0.8235 -1.1354 -4.9151
C 1.7579 -1.0652 -3.9112
C 1.3358 -1.1045 -2.5848
N 0.0250 -1.0251 -2.2499
C 2.3017 -1.5729 -1.5688
C 3.1327 -2.5741 -1.8500
C 5.0954 -2.8371 -0.1513
C 4.9147 -2.5309 1.3083
C 3.6496 -2.3547 1.6589
C 3.1543 -1.8640 2.9755
N 2.1864 -1.3095 -0.1657
H -5.3435 -1.1468 0.3615
H -4.3601 0.2880 0.0084
H -3.6264 -1.1058 0.8138
H -5.8777 -2.2401 -1.7479
H -5.1002 -3.0930 -3.9533
H -2.7810 -2.6743 -4.6664
H -1.2483 -1.4458 -5.3353
H 1.1217 -1.0980 -5.9558
H 2.8184 -1.0256 -4.1246
H 3.3485 -2.9533 -2.8426
H 5.7652 -3.6827 -0.3055
H 5.7671 -2.3779 1.9643
H 3.7368 -2.2664 3.8073
H 2.1109 -2.1361 3.1112
H 3.2196 -0.7738 3.0143
C 0.5294 4.1512 -5.1274
C 0.2683 4.8801 -3.9737
C -0.3020 4.2602 -2.8708
C -0.6289 2.9014 -2.8950
C -0.3629 2.1882 -4.0649
C 0.2125 2.8000 -5.1710
Si -1.5426 2.1670 -1.4274
C -3.3394 1.9510 -1.9473
C -4.3493 2.6058 -1.2373
C -5.6922 2.4113 -1.5418
C -6.0510 1.5590 -2.5765
C -5.0607 0.9360 -3.3283
C -3.7242 1.1372 -3.0179
H 0.9672 4.6371 -5.9909
H 0.5066 5.9365 -3.9348
H -0.5011 4.8457 -1.9774
H -0.6168 1.1347 -4.1242
H 0.4070 2.2238 -6.0689
H -1.5129 3.2565 -0.4167
H -4.0755 3.2920 -0.4460
H -6.4560 2.9311 -0.9743
H -7.0960 1.3972 -2.8122
H -5.3332 0.2984 -4.1619
H -2.9659 0.6717 -3.6416
*
```

Computed properties:
- orbital gap (eV) = 7.04
- LUMO level (eV) = -2.881
- relative energy (zero: lowest compared OMol25 entry of this formula, charge and spin) (kJ/mol) = 87.7
- E_HOMO (eV) = -9.919
- strongest force on any atom (Eh/bohr) = 0.0152
- electronic energy (Eh) = -4203.92090

***

No. 3
ORCA calculation (the ωB97M-V functional and the def2-TZVPD basis) on a 2-piece molecular cluster, C66H85N6O overall.

```
! RIJCOSX wB97M-V def2-TZVPD def2/J DEFGRID3
* xyz 1 1
C -5.2025 0.0814 -0.2096
C -5.0709 0.5638 1.2377
C -6.0324 1.7218 1.5061
C -3.6267 0.9114 1.5525
C -3.1110 2.1918 1.3258
C -1.7584 2.4626 1.4968
C -1.1525 3.7898 1.0527
C -2.1713 4.8926 0.7469
C -0.1604 3.6206 -0.0919
C -0.9092 1.4451 2.0360
C 0.5004 1.7012 2.3119
N 0.9535 2.4520 3.3906
C 0.2186 3.4789 4.1256
C 0.5242 4.8337 3.8954
C 1.6551 5.2643 2.9488
C 2.9564 5.3968 3.7272
C 1.3040 6.4789 2.0914
C -0.2326 5.8140 4.5528
C -1.3244 5.4659 5.3409
C -1.6176 4.1236 5.5592
C -0.8082 3.1171 5.0286
C -0.9598 1.6676 5.4911
C -2.2341 1.3856 6.2957
C 0.2858 1.2064 6.2436
N 2.3088 2.3986 3.4546
N 2.6955 1.5500 2.4620
C 4.1153 1.3127 2.2738
C 4.7880 1.9874 1.2375
C 4.1035 3.0887 0.4171
C 3.8021 2.6344 -1.0028
C 4.9266 4.3807 0.4018
C 6.1415 1.7203 1.0095
C 6.8589 0.9102 1.8794
C 6.2181 0.3655 2.9881
C 4.8591 0.5673 3.2109
C 4.2781 -0.0045 4.5121
C 3.0322 -0.8495 4.2848
C 4.0889 1.0658 5.5886
C 1.5963 1.1940 1.6340
C 1.5860 0.5257 0.4084
C -1.4397 0.1420 2.2846
C -0.5910 -1.0248 2.8017
C -0.3846 -2.0979 1.7267
C -1.1721 -1.6663 4.0638
C -2.7832 -0.0984 2.0077
H -4.5222 -0.7542 -0.4025
H -6.2245 -0.2512 -0.4154
H -4.9511 0.8905 -0.9072
H -5.3413 -0.2714 1.8983
H -5.8760 2.1361 2.5067
H -5.8946 2.5200 0.7696
H -7.0661 1.3709 1.4412
H -3.7705 2.9855 0.9683
H -0.5641 4.1420 1.9145
H -2.8496 5.0361 1.5987
H -1.6565 5.8465 0.5669
H -2.7609 4.6528 -0.1493
H 0.5277 2.7919 0.1063
H -0.6730 3.4031 -1.0392
H 0.4536 4.5214 -0.2280
H 1.8082 4.4327 2.2489
H 3.2249 4.3915 4.0754
H 3.7668 5.7782 3.0952
H 2.8369 6.0623 4.5934
H 0.3629 6.3058 1.5514
H 1.2010 7.3998 2.6815
H 2.0900 6.6400 1.3416
H 0.0253 6.8653 4.4220
H -1.9459 6.2386 5.7942
H -2.4674 3.8498 6.1811
H -1.0301 1.0771 4.5648
H -3.1263 1.7077 5.7459
H -2.3349 0.3090 6.4797
H -2.2193 1.8860 7.2727
H 1.1868 1.4111 5.6545
H 0.3797 1.7417 7.2003
H 0.2535 0.1291 6.4503
H 3.1527 3.3022 0.9260
H 3.1878 1.7282 -0.9877
H 3.2534 3.4100 -1.5531
H 4.7363 2.4206 -1.5416
H 5.2131 4.6773 1.4191
H 5.8427 4.2493 -0.1897
H 4.3455 5.1980 -0.0460
H 6.6432 2.1929 0.1628
H 7.9167 0.7197 1.7119
H 6.7932 -0.2368 3.6958
H 5.0524 -0.6846 4.8931
H 3.2229 -1.6011 3.5095
H 2.7238 -1.3584 5.2059
H 2.2046 -0.2169 3.9522
H 5.0581 1.5004 5.8625
H 3.4420 1.8723 5.2216
H 3.6403 0.6355 6.4921
H 2.5027 0.0874 0.0362
H 0.6110 0.3249 -0.0278
H 0.4031 -0.6385 3.0609
H 0.1407 -1.6750 0.8638
H 0.2233 -2.9212 2.1261
H -1.3510 -2.5030 1.3950
H -1.3237 -0.9224 4.8565
H -2.1368 -2.1453 3.8471
H -0.4754 -2.4251 4.4474
H -3.1796 -1.1095 2.1625
C -1.6417 -5.2775 -8.5367
N -1.7636 -4.7757 -7.1868
C -2.2238 -5.5849 -6.1879
O -2.5647 -6.7604 -6.3170
C -2.2313 -4.7506 -4.9062
C -1.5904 -5.4472 -3.6982
C -2.3101 -6.6913 -3.3265
C -3.5963 -6.8260 -2.8156
N -3.8852 -8.1720 -2.6958
C -2.7929 -8.9264 -3.1081
C -2.6494 -10.3016 -3.2427
C -1.4509 -10.7778 -3.7956
C -0.4264 -9.8880 -4.1663
C -0.5771 -8.5016 -4.0340
C -1.7724 -8.0171 -3.5073
N -1.5126 -3.5409 -5.3047
C -1.1960 -2.6024 -4.3820
C -0.4587 -1.4404 -4.5976
C -0.0381 -0.5482 -3.5982
C 0.4870 0.7527 -3.9256
C 0.5981 1.7800 -2.9411
C 0.9996 3.0700 -3.2816
C 1.3380 3.3848 -4.6092
C 1.2487 2.3951 -5.5967
C 0.8461 1.1036 -5.2664
C -1.1792 -3.5114 -6.7448
C 0.3361 -3.5234 -6.9746
C -1.8303 -2.3521 -7.5080
H -2.1058 -6.2646 -8.5870
H -2.1511 -4.6083 -9.2360
H -0.5916 -5.3644 -8.8385
H -3.2870 -4.5115 -4.6619
H -0.5407 -5.6881 -3.9404
H -1.5923 -4.7378 -2.8551
H -4.3210 -6.0559 -2.5662
H -4.7562 -8.5425 -2.3315
H -3.4591 -10.9559 -2.9257
H -1.3024 -11.8478 -3.9453
H 0.5050 -10.2877 -4.5689
H 0.1966 -7.7903 -4.3292
H -1.5956 -2.8064 -3.3815
H -0.2136 -1.2016 -5.6327
H -0.1745 -0.8340 -2.5493
H 0.3281 1.5401 -1.9076
H 1.0587 3.8476 -2.5156
H 1.6736 4.3904 -4.8661
H 1.5027 2.6218 -6.6349
H 0.7971 0.3514 -6.0588
H 0.7656 -4.4179 -6.5010
H 0.5347 -3.5483 -8.0538
H 0.7935 -2.6292 -6.5449
H -2.9233 -2.4538 -7.4717
H -1.5428 -1.3946 -7.0693
H -1.5014 -2.3755 -8.5559
*
```

Computed properties:
- orbital gap (eV) = 3.43
- LUMO level (eV) = -4.556
- E_HOMO (eV) = -7.989
- strongest force on any atom (Eh/bohr) = 0.0567
- electronic energy (Eh) = -2969.47316